[1]
DFT (wB97M-V/def2-TZVPD) results for a cluster of 5 separate species, C20H39BrNO4 in total.

## Properties
Frontier orbital gap: 6.8 eV
E_LUMO: -4.528 eV
HOMO energy: -11.3 eV
Spin multiplicity: 1
Net charge: +1
Relative energy (zero: lowest compared OMol25 entry of this formula, charge and spin): 56.88 kcal/mol

```
65
Properties=species:S:1:pos:R:3:forces:R:3
Br -0.9691 -2.7363 -0.2441 0.285 0.677 -0.822
N -0.1209 -2.0136 -1.7505 1.317 3.663 -3.053
C -0.3672 -0.8706 -2.4703 0.482 -1.919 0.636
C 0.7129 -0.6492 -3.7003 1.326 0.731 2.547
C 1.6366 -2.0083 -3.7127 -1.516 0.340 0.984
C 1.0613 -2.7634 -2.3457 -0.767 -3.967 -2.749
H -1.2519 -0.1497 -2.2107 1.566 -1.291 -0.473
H 0.2915 -0.2132 -4.7003 0.595 -1.101 2.128
H 1.4641 0.1361 -3.2122 -1.920 -1.034 -1.114
H 2.7811 -1.8868 -3.4910 -2.340 0.207 -1.126
H 1.3288 -2.5288 -4.7337 1.165 0.493 2.573
H 0.5064 -3.6954 -2.8442 1.139 1.604 1.374
H 1.8234 -3.3031 -1.6399 -1.507 1.907 -0.870
C -6.5192 -2.6000 0.1880 -0.461 -0.515 0.050
C -5.0266 -2.4052 0.2585 0.498 0.180 0.447
C -4.7012 -1.9404 -1.1442 -0.121 0.051 -0.478
O -5.8519 -1.2324 -1.6255 0.296 -0.243 0.267
C -6.9431 -1.4709 -0.7256 -0.265 0.408 -0.066
H -7.0131 -2.5681 1.1625 0.049 0.004 -0.147
H -6.7458 -3.5651 -0.2805 -0.017 0.112 0.090
H -4.7896 -1.6134 0.9789 0.020 -0.089 -0.049
H -4.4787 -3.3056 0.5475 -0.054 0.055 -0.032
H -4.5269 -2.7893 -1.8139 0.108 -0.061 0.010
H -3.8258 -1.2853 -1.1763 -0.068 0.111 -0.089
H -7.1181 -0.5485 -0.1612 -0.092 -0.053 0.021
H -7.8458 -1.7081 -1.2953 0.160 0.087 -0.030
C -4.3566 3.4156 -1.9567 -0.648 -0.112 -0.103
C -3.4255 3.5860 -0.7842 0.333 0.496 0.324
C -2.6805 2.2690 -0.7772 0.122 -0.333 0.335
O -2.6181 1.8190 -2.1376 0.138 -0.146 0.139
C -3.5043 2.6257 -2.9257 0.040 0.061 -0.642
H -4.7138 4.3599 -2.3751 0.071 -0.153 0.023
H -5.2279 2.8219 -1.6555 0.074 0.088 -0.094
H -2.7280 4.4087 -0.9811 -0.068 -0.096 0.096
H -3.9386 3.7910 0.1588 0.103 -0.058 -0.117
H -3.2190 1.5107 -0.1988 -0.014 0.031 0.095
H -1.6682 2.3621 -0.3734 -0.024 -0.053 -0.092
H -2.8904 3.2886 -3.5452 -0.078 0.004 -0.021
H -4.0993 1.9857 -3.5830 0.140 -0.027 0.098
C 4.0480 1.1468 0.2537 0.650 -0.269 0.223
C 2.8199 0.5185 -0.3526 -0.273 -0.074 -0.591
C 1.7846 0.7388 0.7287 -0.127 0.178 0.502
O 2.1435 1.9500 1.4079 -0.053 -0.487 -0.343
C 3.4648 2.3282 0.9976 0.062 0.510 0.068
H 4.8023 1.4367 -0.4821 -0.089 -0.002 0.110
H 4.5100 0.4497 0.9629 0.007 0.183 -0.072
H 2.5342 1.0635 -1.2600 -0.024 -0.012 0.007
H 2.9477 -0.5354 -0.6126 0.002 -0.015 0.043
H 1.7984 -0.0730 1.4636 -0.059 -0.118 -0.051
H 0.7712 0.8285 0.3268 -0.067 0.092 0.104
H 3.3741 3.2027 0.3442 0.081 0.012 0.015
H 4.0572 2.6070 1.8734 -0.145 -0.079 -0.060
C 4.8569 -0.8430 5.0121 -0.444 -0.474 0.054
C 6.3494 -0.6482 5.0825 0.461 0.151 0.440
C 6.6749 -0.1834 3.6798 0.258 -0.008 -0.384
O 5.5241 0.5246 3.1985 -0.051 -0.186 0.216
C 4.4330 0.2861 4.0984 -0.148 0.429 -0.050
H 4.3629 -0.8111 5.9865 0.036 0.009 -0.140
H 4.6302 -1.8081 4.5435 -0.021 0.081 0.079
H 6.5864 0.1436 5.8029 0.021 -0.120 -0.077
H 6.8974 -1.5486 5.3716 -0.045 0.130 -0.057
H 6.8492 -1.0323 3.0102 0.102 -0.027 0.037
H 7.5502 0.4717 3.6478 -0.153 -0.014 -0.089
H 4.2580 1.2085 4.6629 -0.116 -0.055 0.008
H 3.5303 0.0489 3.5288 0.067 0.106 -0.063
```
Forces are in eV/Å.

***

[2]
DFT (wB97M-V/def2-TZVPD) results for a structure of composition C4H7FGdN3O2.

## Properties
Frontier orbital gap (spin up / spin down): 4.5 / 5.6 eV
E_LUMO (spin up / spin down): -11.301 / -10.123 eV
HOMO energy (spin up / spin down): -15.8 / -15.8 eV
Spin multiplicity: 8
Expectation value of S²: 16.78
Net charge: +2

```
18
Properties=species:S:1:pos:R:3:forces:R:3
N -0.5834 2.5548 0.5829 0.659 -1.448 -0.274
C -0.8840 1.1284 0.3987 -1.089 0.559 0.545
C -0.8673 0.6355 -1.1068 -0.179 0.768 -0.432
N 0.4482 0.3818 -1.6734 -1.393 -1.222 1.722
C 1.2048 -0.5579 -0.9713 0.488 1.878 -2.128
O 2.3816 -0.5267 -1.0663 0.990 -0.720 0.628
N 0.6598 -1.6776 -0.1322 0.127 -0.026 0.708
C 1.1956 -1.7233 1.2386 0.487 0.482 2.128
O 1.0681 -2.6356 1.9955 -1.290 -1.001 -1.893
F 1.8201 -0.6711 1.7079 -0.417 0.029 -1.756
H 0.3770 2.6045 0.9168 -0.215 0.660 -0.281
H -0.6930 3.0674 -0.2901 0.094 0.143 0.380
H -1.9346 0.9780 0.7596 0.684 -0.152 -0.444
H -0.2388 0.5478 1.0922 -0.279 0.232 -0.539
H -1.3155 1.4597 -1.7106 0.171 -0.736 0.345
H -1.5892 -0.2285 -1.2330 0.660 0.277 0.120
H -0.3706 -1.7490 -0.1665 0.504 3.776 1.036
Gd -0.6787 -3.5882 -0.3421 -0.003 -3.501 0.134
```
Forces are in eV/Å.

***

[3]
DFT (wB97M-V/def2-TZVPD) results for the ion C6H8N with charge +1.

## Properties
Frontier orbital gap: 9.3 eV
E_LUMO: -4.613 eV
HOMO energy: -13.9 eV
Spin multiplicity: 1
Net charge: +1
Relative energy (zero: lowest compared OMol25 entry of this formula, charge and spin): 96.98 kcal/mol

```
15
Properties=species:S:1:pos:R:3:forces:R:3
C -0.4511 -0.5970 -0.9371 -0.156 -0.088 -0.441
C 0.2954 0.2655 -1.5855 -0.221 -0.101 0.232
C -0.5877 -0.5917 0.5563 0.514 0.175 0.025
C 0.3577 0.1515 1.0197 0.240 0.210 -0.163
C -1.5412 -1.3912 1.3576 -0.286 -0.046 0.251
C 1.1003 1.1886 -2.0232 -0.421 -0.458 -0.750
N 1.2029 1.0745 0.9842 0.570 0.641 1.013
H -1.0228 -1.3687 -1.4275 -0.040 -0.107 -0.231
H -1.2079 -2.4263 1.4157 0.026 -0.052 -0.106
H -1.5833 -0.9916 2.3695 -0.111 -0.107 -0.015
H -2.5336 -1.3713 0.9200 -0.091 0.018 -0.093
H 0.7245 2.1354 -2.3759 -0.143 0.258 0.095
H 2.1199 0.9552 -2.2849 0.294 -0.087 0.158
H 2.1995 0.9139 1.1316 -0.139 -0.081 0.021
H 0.9275 2.0532 0.8796 -0.036 -0.175 0.003
```
Forces are in eV/Å.

***

[4]
DFT (wB97M-V/def2-TZVPD) results for an isolated molecule of CH2N2.

## Properties
Frontier orbital gap: 11.4 eV
E_LUMO: 0.734 eV
HOMO energy: -10.6 eV
Spin multiplicity: 1
Net charge: 0
Relative energy (zero: lowest compared OMol25 entry of this formula, charge and spin): 59.37 kcal/mol

```
5
Properties=species:S:1:pos:R:3:forces:R:3
C 1.4171 1.0864 -2.2614 -2.338 -2.637 3.064
N 0.2542 -0.3362 -0.2975 0.914 0.957 -4.260
N 0.8272 0.4187 -1.4343 2.394 0.751 -1.350
H -0.3882 0.3986 -0.1353 -0.895 0.155 2.169
H 1.0034 -0.6101 0.3213 -0.075 0.775 0.378
```
Forces are in eV/Å.

***

For each record above, in turn, the calculated strongest force on any atom values are 4.95, 3.95, 1.33, 4.67 eV/Å.
For each record above, in turn, the calculated molar mass values are 437.44, 305.37, 94.14, 42.04 u.